Entry from the OMol25 dataset: a single C4H9NO molecule (ωB97M-V with the def2-TZVPD basis set).

## Properties
**LUMO**: 0.928 eV
**Gap between HOMO and LUMO**: 10.7036 eV
**SMILES**: CCCC(N)=O
**Total energy**: -7832.2157 eV

```
15
Properties=species:S:1:pos:R:3:forces:R:3:lowdin_charge:R:1
C 2.234 -0.015 -0.409 0.0 0.0 0.0 -0.1203
C 0.756 0.236 -0.708 -0.1 0.0 0.0 -0.2590
C -0.140 -0.118 0.485 0.1 0.1 0.2 -0.1406
C -1.566 0.413 0.361 0.1 0.0 0.1 -0.5475
N -2.595 -0.483 0.434 -0.1 0.0 0.1 0.1530
O -1.784 1.605 0.246 0.1 -0.2 0.0 0.0414
H 2.864 0.290 -1.252 -0.1 -0.1 0.1 0.0692
H 2.438 -1.075 -0.211 -0.1 0.2 0.0 0.0717
H 2.562 0.553 0.470 -0.1 -0.1 -0.1 0.0736
H 0.593 1.295 -0.938 0.0 -0.2 0.0 0.1099
H 0.460 -0.336 -1.598 0.0 0.1 0.2 0.1119
H -0.085 -1.184 0.731 -0.2 0.0 -0.2 0.1105
H 0.269 0.393 1.367 -0.1 0.0 -0.1 0.1239
H -3.521 -0.095 0.529 0.1 -0.1 -0.2 0.1068
H -2.485 -1.481 0.494 0.2 0.2 0.1 0.0955
```
Forces are in eV/Å.

Entry from the OMol25 dataset: 4 unconnected molecules or ions with the total composition C18H44F3NO8P3 at a distorted geometry (ωB97M-V with the def2-TZVPD basis set).

## Properties
**LUMO**: 2.609 eV
**Total charge**: -1
**Gap between HOMO and LUMO**: 7.5072 eV
**Total energy**: -73263.7994 eV

```
77
Properties=species:S:1:pos:R:3:forces:R:3:lowdin_charge:R:1
C -4.455 -3.531 2.103 -0.3 -0.2 0.3 -0.0937
C -3.201 -2.917 2.923 -1.7 -0.9 -1.2 -0.2719
O -2.770 -1.761 2.193 0.9 -1.2 2.1 -0.2634
C -1.369 -1.439 2.503 -0.2 0.1 0.1 -0.2288
P -0.648 -0.553 0.912 -0.8 0.2 2.3 0.6337
C 0.255 0.871 1.883 0.7 1.9 -0.3 -0.2243
C -0.584 2.213 1.697 -0.9 -0.8 2.8 -0.2755
O -1.352 2.580 2.629 2.1 -0.6 -3.0 -0.0639
C 0.892 -1.745 0.943 -1.3 -0.3 -1.7 -0.2015
O 1.613 -1.431 2.173 2.9 -2.2 -0.8 -0.0540
C 2.859 -2.040 2.226 -0.2 1.1 1.3 -0.5026
F 3.578 -1.376 3.262 -1.1 -1.3 -1.8 0.0601
F 2.819 -3.394 2.626 0.2 2.5 -1.3 0.0878
F 3.636 -1.899 1.077 -1.5 -0.7 2.1 0.1055
O -1.702 -1.613 0.031 0.8 0.6 -2.9 -0.3373
C -2.027 -0.977 -1.235 0.7 -0.8 0.3 -0.5100
P -3.477 0.234 -1.320 -0.5 0.5 -0.9 0.8855
C -2.901 1.996 -0.908 0.3 0.2 0.2 -0.3386
C -4.827 -0.170 -0.061 -0.4 0.6 1.0 -0.3295
C -0.595 -0.426 -1.749 -1.2 -1.3 0.6 -0.6064
C 0.056 -1.785 -2.365 0.6 0.3 0.1 -0.0980
P -0.506 0.736 -3.235 3.1 0.6 -0.5 0.7668
N 1.054 0.904 -3.663 -1.3 -0.3 -0.4 -0.3404
O 0.036 0.128 -0.575 -1.3 -0.4 -2.3 -0.3254
H -4.135 -4.271 1.304 -0.2 1.0 0.9 0.0677
H -5.175 -4.097 2.794 1.1 0.8 -0.8 0.0652
H -5.064 -2.714 1.605 0.9 -0.9 0.6 0.0529
H -2.422 -3.760 2.948 -0.8 1.4 0.2 0.1174
H -3.600 -2.685 3.964 0.9 -0.1 -1.0 0.1117
H -0.803 -2.412 2.691 -0.7 1.2 0.0 0.0857
H -1.330 -0.763 3.424 0.0 -0.9 -1.0 0.1022
H -1.791 0.322 0.976 0.0 0.1 -0.4 0.0387
H 0.295 0.677 2.998 0.1 0.3 -1.4 0.0826
H 1.303 1.064 1.450 -1.4 -0.3 0.7 0.0959
H -0.495 2.830 0.736 -0.1 -0.8 1.0 0.1158
H 0.471 -2.802 0.905 0.9 1.1 0.4 0.1112
H 1.466 -1.521 -0.008 -0.2 -0.4 1.6 0.0949
H -2.300 -1.771 -2.017 0.0 0.9 1.4 0.1007
H -3.339 2.354 0.080 0.9 -0.4 -1.1 0.0504
H -3.193 2.758 -1.712 0.2 -1.4 1.1 0.0162
H -1.763 1.964 -0.896 -1.5 0.2 0.4 -0.0049
H -5.368 -1.154 -0.266 1.0 1.3 0.2 0.0321
H -5.614 0.664 -0.170 1.1 -1.1 -0.1 0.0333
H -4.469 -0.101 1.023 -0.3 -0.4 -1.5 0.0407
H -0.212 -1.886 -3.474 0.5 0.2 1.5 0.0727
H -0.331 -2.715 -1.837 0.4 1.3 -0.4 0.0861
H 1.183 -1.740 -2.249 -1.3 0.0 -0.4 0.0751
H -0.998 2.063 -2.937 -0.4 -1.1 0.0 0.0039
H -1.171 0.180 -4.379 -0.6 0.2 1.0 0.0113
H 1.171 0.575 -4.638 0.0 0.2 0.8 -0.0620
C 6.798 0.036 5.181 0.1 0.2 0.0 -0.0964
C 7.088 -1.450 5.091 -0.4 0.1 -0.2 -0.3303
O 5.916 -2.199 5.383 0.0 -0.1 0.1 -0.0864
H 6.439 0.296 6.180 0.1 -0.1 0.0 0.0750
H 7.694 0.623 4.964 -0.1 0.0 0.0 0.0693
H 6.012 0.320 4.475 0.1 0.0 0.0 0.0722
H 7.857 -1.733 5.812 -0.1 -0.1 0.0 0.1070
H 7.437 -1.719 4.089 0.2 0.1 0.0 0.1069
H 5.242 -1.950 4.736 0.1 -0.1 0.1 0.0577
C 5.530 -0.678 -4.987 0.1 0.1 0.0 -0.1023
C 4.103 -1.020 -4.605 0.2 -0.1 -0.1 -0.3287
O 3.306 -1.178 -5.775 -0.2 0.0 -0.1 -0.0980
H 5.558 0.243 -5.575 -0.1 0.0 0.1 0.0744
H 6.152 -0.548 -4.098 0.0 0.0 -0.1 0.0714
H 5.965 -1.467 -5.609 0.0 0.0 0.1 0.0656
H 3.665 -0.221 -4.004 -0.2 -0.1 -0.2 0.0980
H 4.065 -1.948 -4.025 0.1 0.1 0.2 0.1070
H 3.693 -1.892 -6.297 -0.1 0.1 0.1 0.0732
C -4.932 6.679 -2.130 -0.1 0.1 -0.1 -0.1000
C -4.500 5.226 -2.165 0.0 0.2 0.4 -0.3314
O -3.439 5.004 -1.245 0.1 0.2 -0.1 -0.1057
H -4.093 7.334 -2.377 0.0 -0.1 -0.1 0.0748
H -5.744 6.863 -2.838 0.0 0.0 0.1 0.0703
H -5.270 6.958 -1.128 -0.1 -0.1 -0.1 0.0709
H -4.143 4.958 -3.161 0.1 -0.1 0.1 0.1140
H -5.334 4.565 -1.907 -0.1 0.0 -0.2 0.1100
H -3.763 5.234 -0.365 0.1 -0.1 -0.1 0.0899
```
Forces are in eV/Å.

Entry from the OMol25 dataset: a single C6H9N molecule (ωB97M-V with the def2-TZVPD basis set).

## Properties
**LUMO (spin up / spin down)**: 0.198 / 0.315 eV
**Gap between HOMO and LUMO (spin up / spin down)**: 8.6132 / 7.8433 eV
**Total energy**: -7853.7356 eV

```
16
Properties=species:S:1:pos:R:3:forces:R:3:lowdin_charge:R:1
C 2.132 -0.245 0.213 0.2 0.0 -0.1 -0.1589
N 0.773 -0.551 -0.188 0.7 0.1 0.4 -0.0284
C -0.192 0.016 0.791 0.1 -0.1 0.2 -0.4061
C -0.636 1.260 0.058 0.1 -0.1 -0.2 -0.1455
C -1.029 0.452 -1.164 -0.6 0.3 -0.3 -0.0362
C -1.660 -0.740 -0.784 0.1 0.0 0.0 -0.1102
C -1.193 -1.045 0.480 -0.4 -0.1 0.0 -0.0168
H 2.418 -0.791 1.127 -0.1 0.1 -0.1 0.0816
H 2.819 -0.544 -0.585 -0.1 0.0 0.1 0.0694
H 2.284 0.831 0.426 -0.1 -0.2 0.0 0.0756
H 0.159 0.090 1.827 0.0 0.0 -0.2 0.1397
H 0.212 1.931 -0.111 -0.1 -0.1 0.0 0.1056
H -1.478 1.832 0.477 0.1 -0.1 0.0 0.1162
H -1.067 0.861 -2.170 0.0 -0.1 0.1 0.1068
H -2.200 -1.404 -1.448 0.1 0.1 0.1 0.1027
H -1.342 -1.954 1.050 0.0 0.2 -0.1 0.1045
```
Forces are in eV/Å.

Entry from the OMol25 dataset: a single C2H8N4S2 molecule at a distorted geometry (ωB97M-V with the def2-TZVPD basis set).

## Properties
**LUMO**: 0.595 eV
**Gap between HOMO and LUMO**: 8.8495 eV
**SMILES**: CN(S)/C(=N/N)NS
**Total energy**: -29832.5298 eV

```
16
Properties=species:S:1:pos:R:3:forces:R:3:lowdin_charge:R:1
C -0.324 0.879 1.877 2.8 -1.6 0.1 -0.1240
N 0.353 0.852 0.554 -0.2 1.0 1.2 -0.5291
S 0.600 2.373 -0.144 0.5 0.2 -0.1 0.8035
C -0.030 -0.173 -0.285 -1.6 -1.9 -0.3 -0.6321
N -1.026 -0.930 0.025 0.3 -0.2 -0.3 0.0211
N -1.242 -2.068 -0.776 0.2 0.6 0.3 -0.0041
N 0.726 -0.400 -1.439 1.3 1.2 -1.3 -0.4017
S 2.145 -1.373 -1.272 -0.4 -0.3 0.0 0.7344
H -0.205 -0.186 2.250 -0.5 1.4 -0.1 0.1049
H 0.247 1.583 2.515 -0.5 -0.4 -0.3 0.0803
H -1.328 1.152 1.748 -1.5 0.3 0.2 0.0511
H -0.658 2.775 -0.419 -0.2 -0.1 0.0 -0.1236
H -0.953 -1.890 -1.740 -0.3 -0.3 0.2 0.0629
H -2.181 -2.469 -0.656 0.8 0.8 -0.1 0.0824
H 1.065 0.498 -1.848 -0.7 -0.9 0.4 0.0356
H 2.811 -0.622 -0.391 0.2 0.2 0.2 -0.1614
```
Forces are in eV/Å.